[1]
{"formula": "C9H4N10O5W", "method": "ωB97M-V with the def2-TZVPD basis set", "symbols": ["W", "O", "C", "C", "C", "N", "C", "C", "C", "O", "O", "C", "O", "O", "H", "H", "H", "N", "C", "N", "N", "N", "N", "C", "N", "N", "N", "N", "H"], "positions_angstrom": [[-1.39198, 0.05356, 0.06172], [3.64713, -1.43956, -3.10236], [2.50552, -1.18348, -2.45606], [1.83902, -2.14817, -1.69311], [0.68109, -1.77242, -1.05874], [0.20366, -0.53766, -1.16399], [0.80384, 0.37680, -1.92755], [1.96546, 0.10388, -2.59851], [-0.00351, 1.65339, -1.94606], [0.27300, 2.63787, -2.54977], [-1.12713, 1.49183, -1.19900], [-0.23983, -2.62879, -0.21611], [-0.05600, -3.78546, 0.01491], [-1.30177, -1.91550, 0.17442], [3.94538, -2.34211, -2.93743], [2.20100, -3.16302, -1.58996], [2.44136, 0.85352, -3.21406], [-1.53373, 1.48307, 3.28367], [-0.33790, 0.93138, 2.86415], [0.76525, 0.87887, 3.56339], [1.66656, 0.27627, 2.75609], [1.16570, -0.01650, 1.62699], [-0.15272, 0.37085, 1.63934], [-2.56349, 1.52708, 2.37841], [-3.41726, 2.49152, 2.15024], [-4.09167, 2.10508, 1.03953], [-3.68993, 0.96506, 0.63608], [-2.72118, 0.51227, 1.49447], [-1.47588, 2.22035, 3.96931]], "atomic_forces_ev_per_a": [[0.419, -0.562, 0.317], [0.035, 0.035, -0.016], [-0.063, -0.018, -0.025], [-0.029, 0.003, 0.034], [-0.094, 0.028, 0.077], [0.592, -0.199, -0.563], [-0.083, 0.001, 0.071], [0.000, 0.007, 0.026], [-0.131, -0.096, 0.087], [0.075, 0.068, -0.045], [0.122, 0.350, -0.352], [-0.036, 0.044, -0.009], [0.068, -0.011, -0.017], [-0.002, -0.210, -0.062], [-0.002, -0.003, 0.006], [0.014, 0.003, -0.002], [0.027, -0.024, -0.009], [0.007, 0.087, -0.033], [0.043, -0.297, -0.225], [-0.171, 0.060, 0.108], [0.181, 0.159, -0.030], [-0.222, -0.236, -0.036], [0.366, 0.238, 0.217], [0.114, -0.306, 0.018], [-0.090, 0.005, 0.089], [-0.142, 0.180, 0.126], [-0.397, -0.194, -0.026], [-0.608, 0.901, 0.270], [0.007, -0.015, 0.005]], "homo_energy_ev": [-8.864, -9.755], "de_lowest_kj_mol": 36.31, "charge": 0, "homo_lumo_gap_ev": [7.43, 7.82], "spin_multiplicity": 3}

***

[2]
{"formula": "C2H3N4", "method": "ωB97M-V with the def2-TZVPD basis set", "symbols": ["C", "C", "N", "N", "N", "N", "H", "H", "H"], "positions_angstrom": [[0.59299, -1.86580, 0.37126], [-1.57227, -1.54094, 1.32949], [-0.53199, -1.91550, 0.77032], [0.10588, 1.42760, -0.70689], [0.79856, 2.31017, -0.79417], [1.49693, 3.19303, -1.13373], [-2.67921, -1.75381, 1.21304], [1.43270, -2.19555, -0.26492], [2.23412, 3.53119, -0.53204]], "atomic_forces_ev_per_a": [[0.619, -0.642, -0.610], [-1.958, -0.310, 0.164], [0.443, 0.665, -0.178], [-0.466, -0.378, 0.600], [-1.052, -2.430, 0.337], [1.649, 2.780, -1.235], [1.526, 0.173, 0.059], [-0.653, 0.285, 0.479], [-0.108, -0.142, 0.383]], "homo_energy_ev": [-13.260, -13.269], "de_lowest_kj_mol": 385.83, "charge": 1, "homo_lumo_gap_ev": [5.25, 5.23], "spin_multiplicity": 1}

***

[3]
{"formula": "C7H14INO", "method": "ωB97M-V with the def2-TZVPD basis set", "symbols": ["C", "C", "C", "C", "C", "C", "C", "N", "O", "I", "H", "H", "H", "H", "H", "H", "H", "H", "H", "H", "H", "H", "H", "H"], "positions_angstrom": [[-1.32092, -2.26776, -0.16812], [-0.33930, -3.11666, 0.52124], [1.37552, 1.71416, -1.19386], [1.53517, 0.17569, 0.70411], [0.83801, 2.50958, 1.14792], [-1.86468, -0.05002, -1.08185], [1.21409, 1.39979, 0.23640], [-0.95099, -1.00467, -0.61066], [-2.48473, -2.63831, -0.32187], [-3.19244, 0.66024, 0.49128], [-0.81895, -3.29764, 1.40516], [-0.09656, -4.12372, 0.01790], [0.59450, -2.51285, 0.63626], [2.18084, 2.45038, -1.45207], [1.44304, 0.63323, -1.59799], [0.45556, 2.11056, -1.52829], [1.79391, -0.79034, 0.34667], [-1.39325, 0.80544, -1.43070], [1.18536, 0.12478, 1.81214], [-0.17450, 2.37016, 1.64155], [1.58209, 2.74806, 1.95625], [0.84877, 3.37518, 0.57045], [-2.41906, -0.55327, -1.96944], [0.00852, -0.72199, -0.13249]], "atomic_forces_ev_per_a": [[-2.939, 0.574, -1.895], [2.873, -0.114, -2.459], [0.756, -2.112, -0.655], [-2.215, 1.715, 3.985], [-0.492, -0.494, 2.218], [-1.610, -2.598, -1.056], [1.827, -1.364, 0.552], [3.829, -0.870, 2.149], [0.882, 0.126, 0.070], [-0.077, -0.004, -0.280], [-0.695, -0.734, 2.683], [-0.577, 1.752, 0.531], [-0.513, -0.954, 0.323], [-0.484, -0.996, 0.203], [0.518, 2.117, -0.507], [-1.062, 0.677, -0.709], [0.621, -0.140, -1.138], [0.952, 1.435, -0.491], [1.088, -0.339, -1.596], [1.117, 0.164, -0.662], [-0.587, -0.746, -0.603], [-0.521, 1.756, -0.922], [0.284, 1.098, 1.848], [-2.975, 0.053, -1.591]], "homo_energy_ev": -9.177, "de_lowest_kj_mol": 0.00, "charge": 0, "homo_lumo_gap_ev": 9.66, "spin_multiplicity": 1, "smiles": "CC(=O)NCI.C=C(C)C"}

***

[4]
{"formula": "C3H35BeO15", "method": "ωB97M-V with the def2-TZVPD basis set", "symbols": ["Be", "C", "C", "C", "O", "H", "H", "H", "H", "H", "H", "H", "O", "H", "H", "O", "H", "H", "O", "H", "H", "O", "H", "H", "O", "H", "H", "O", "H", "H", "O", "H", "H", "O", "H", "H", "O", "H", "H", "O", "H", "H", "O", "H", "H", "O", "H", "H", "O", "H", "H", "O", "H", "H"], "positions_angstrom": [[-0.28500, -11.94200, -18.27500], [-2.11000, -10.56000, -21.35200], [-2.02200, -10.45100, -19.85000], [-3.08400, -11.27200, -19.13400], [-0.72600, -10.92400, -19.37300], [-1.19200, -10.13400, -21.73400], [-2.88400, -9.96400, -21.81400], [-2.16600, -11.62300, -21.65500], [-2.24600, -9.36500, -19.62400], [-3.13600, -12.26100, -19.52200], [-4.02900, -10.74400, -19.27900], [-3.05900, -11.23500, -18.07700], [-0.73200, -13.48900, -18.61600], [-0.10100, -14.19700, -18.58500], [-1.57100, -13.98600, -18.61700], [-4.42100, -8.58600, -16.85100], [-4.55300, -8.11800, -17.67800], [-3.48200, -8.72300, -16.88200], [-0.66800, -11.48000, -16.72600], [-1.16900, -10.71700, -16.39600], [-0.48000, -11.97500, -15.90200], [-2.72400, -7.03000, -21.85700], [-3.16100, -6.49100, -22.50500], [-2.39800, -6.24300, -21.41000], [1.41100, -12.00400, -18.26700], [1.94600, -12.02900, -19.07400], [2.08100, -12.10000, -17.61900], [0.74200, -8.83000, -20.47600], [0.25700, -9.61800, -20.25000], [0.17100, -8.44900, -21.13000], [0.90400, -8.96900, -17.60600], [0.87100, -8.90900, -18.59100], [0.52000, -8.13000, -17.33000], [-0.17000, -7.78300, -22.92600], [0.37400, -6.98200, -22.96600], [-1.06700, -7.50500, -22.88200], [-6.31700, -11.54400, -20.29000], [-5.83200, -12.33600, -20.13400], [-7.19100, -11.84700, -20.10000], [-4.48700, -8.18200, -19.66800], [-4.04900, -8.91100, -20.06100], [-3.90800, -7.46300, -19.89100], [-5.42100, -13.67300, -18.76700], [-5.67500, -13.04400, -18.11600], [-4.49900, -13.79300, -18.57200], [-5.40300, -11.55800, -16.89000], [-6.18000, -11.42600, -16.33400], [-5.05100, -10.71100, -16.96300], [-3.74900, -13.23300, -15.65000], [-4.42700, -13.48900, -15.06200], [-4.17700, -12.48200, -16.03400], [-7.09200, -9.62000, -18.47400], [-7.86800, -9.32100, -18.96500], [-6.51100, -10.08300, -19.06800]], "atomic_forces_ev_per_a": [[-0.640, 2.266, -1.304], [0.752, -0.733, -0.072], [0.325, -0.530, 1.393], [-0.854, 1.949, -1.031], [-0.550, 0.187, -0.028], [0.313, -0.113, -0.370], [-0.589, -0.066, 0.105], [-0.064, 0.555, -0.054], [1.043, -0.847, 0.348], [-0.154, -0.869, -0.273], [-0.403, -0.577, -0.481], [0.780, -0.267, 1.281], [-0.849, -1.167, 0.162], [1.046, -0.475, 0.013], [-0.080, 0.923, 0.064], [-0.159, -0.395, 0.438], [-0.646, 0.006, -0.646], [0.795, -0.063, 0.274], [-0.125, -0.565, 1.732], [0.256, 0.124, -0.820], [-0.085, -0.027, -0.672], [0.289, 0.756, 0.339], [-1.183, -0.371, -1.399], [0.823, -0.200, 1.063], [-0.013, -0.440, -1.416], [-0.623, 0.295, -0.486], [0.623, 0.076, 1.760], [0.755, 0.168, 0.755], [-0.297, -1.195, 0.500], [-0.180, 0.843, -1.129], [-0.242, 0.056, -0.481], [0.066, 0.101, 0.590], [0.192, 0.021, 0.063], [1.557, -0.206, -0.016], [-0.211, -0.299, -0.080], [-1.347, 0.484, 0.100], [0.132, 1.180, -0.628], [1.093, -1.171, 0.293], [-1.212, -0.018, 0.087], [-0.812, 0.797, 0.891], [0.375, -1.242, -0.719], [0.256, 0.722, -0.395], [0.006, -1.042, -1.163], [-0.502, 1.149, 1.054], [0.539, -0.310, 0.134], [-1.134, -2.301, 0.592], [-0.176, 0.030, -0.141], [0.916, 3.040, -0.500], [1.797, -0.432, -0.337], [-0.941, -1.006, 1.333], [-0.464, 1.080, -0.928], [-0.746, 0.632, 1.042], [0.416, -0.121, -0.051], [0.137, -0.390, -0.789]], "homo_energy_ev": -12.649, "de_lowest_kj_mol": 8.40, "charge": 1, "homo_lumo_gap_ev": 9.16, "spin_multiplicity": 1}

***

- Number 1 is which compound?
  C9H4N10O5W